Formula: C26H30ClCsIN5O2S4Sb
Source: OMol25
Level of theory: wB97M-V/def2-TZVPD

Output
Largest force on an atom = 0.0236 Eh/bohr
Energy above the lowest of the compared OMol25 structures with the same formula, charge and spin = 0.0 kcal per mole
HOMO-LUMO gap (alpha / beta) = 4.539 / 5.350 eV
Lowest unoccupied orbital energy (alpha / beta) = 3.523 / 3.523 eV
E_HOMO (alpha / beta) = -1.0155 / -1.8271 eV

```
! RIJCOSX wB97M-V def2-TZVPD def2/J DEFGRID3
* xyz -2 2
Cs -1.330 0.687 0.267
C -0.499 -3.653 -0.375
C -1.405 -3.164 -1.526
N -2.389 -2.197 -1.104
C -3.648 -2.678 -0.596
C -3.568 -3.406 0.746
S -2.893 -2.479 2.164
C -1.386 -3.406 2.567
C -0.079 -2.894 1.948
N -0.204 -2.585 0.552
H 0.415 -4.083 -0.813
H -0.991 -4.468 0.162
H -1.862 -4.048 -2.008
H -0.782 -2.679 -2.280
H -2.564 -1.528 -1.844
H -4.143 -3.381 -1.294
H -4.302 -1.809 -0.505
H -2.995 -4.330 0.664
H -4.586 -3.695 1.020
H -1.568 -4.452 2.308
H -1.291 -3.370 3.654
H 0.698 -3.650 2.181
H 0.212 -1.971 2.457
H 0.586 -2.050 0.213
Cl -0.538 4.057 7.348
C -0.353 3.108 5.885
C 0.709 2.263 5.758
C 0.896 1.496 4.602
I 2.542 0.239 4.464
C 0.027 1.537 3.493
O 0.168 0.890 2.427
C -1.128 2.452 3.668
N -2.006 2.508 2.641
C -3.055 3.287 2.717
C -3.311 4.100 3.838
C -2.440 4.066 4.891
C -1.309 3.223 4.838
H 1.427 2.183 6.565
H -3.730 3.277 1.866
H -4.189 4.734 3.854
H -2.607 4.674 5.770
S -4.097 -0.618 -4.433
Sb -3.380 1.141 -3.128
S -1.026 1.222 -3.055
S -4.366 1.046 -1.001
C 2.301 2.666 -2.866
N 2.983 1.744 -1.944
N 2.702 0.397 -2.203
C 2.379 -0.289 -1.045
O 2.201 -1.500 -0.996
C 2.372 0.733 -0.011
C 2.704 1.902 -0.591
C 2.708 3.264 0.008
C 2.959 -0.164 -3.468
C 1.998 -0.992 -4.037
C 2.242 -1.543 -5.285
C 3.416 -1.257 -5.968
C 4.360 -0.413 -5.399
C 4.138 0.132 -4.144
H 2.478 2.334 -3.885
H 2.737 3.656 -2.742
H 1.221 2.685 -2.690
H 2.060 0.624 1.018
H 2.615 3.181 1.089
H 1.863 3.849 -0.363
H 3.627 3.801 -0.233
H 1.066 -1.159 -3.516
H 1.487 -2.175 -5.736
H 3.589 -1.680 -6.950
H 5.275 -0.179 -5.930
H 4.861 0.787 -3.676
*
```